No. 1
The following is a quantum chemistry calculation of C28H34N5O10Sr as an isolated structure in a non-equilibrium geometry, from the OMol25 dataset.

ORCA input file:
```
! RIJCOSX wB97M-V def2-TZVPD def2/J DEFGRID3
* xyz 1 1
H 3.72679 -1.81596 2.34337
H 4.03433 -5.07541 0.69811
O -1.85756 -5.04416 1.51954
C -0.76017 2.17138 -3.22461
H 5.48092 -0.36483 3.64202
H 3.10095 1.10204 0.43157
O -1.28477 8.03745 1.59780
H -1.68493 -2.79018 -0.88668
C -0.24223 2.51698 -4.44954
C -0.86948 5.77330 1.95641
H -0.23324 2.54740 1.47384
C 2.66444 -6.21022 1.77043
C -2.94708 2.23061 -4.25554
H -2.41132 -2.42486 -3.29750
C -2.16279 2.04065 -3.12630
H 3.42932 -6.82525 2.22377
H 3.34723 1.86287 1.89802
O 0.31337 7.11014 0.52231
H -1.86783 2.34983 3.43620
C -3.45666 -1.83474 -0.15181
C 1.36502 -6.49983 2.08889
C -2.03552 4.46473 3.59861
H -3.01519 2.45636 -6.34834
C -1.55235 3.29312 3.01238
O -5.12135 -0.64019 1.82887
C -0.31156 4.62593 1.39862
H 4.88427 -3.13637 2.54479
H 2.21404 -3.51076 -0.26105
C 0.95921 0.30344 -0.14409
H -2.52541 1.89278 -2.11905
C -0.71348 3.40120 1.93308
O 5.79255 -0.33466 1.58574
H 4.33582 0.53386 1.54575
C -1.76734 5.69776 3.02896
C -4.06924 -1.20219 -2.77884
C -2.59832 -2.28816 -1.16383
N -1.03186 -5.76657 2.06629
H 0.29637 4.59535 0.50802
C -2.35219 2.43497 -5.49369
H -4.37038 -0.99565 -3.79473
Sr 3.69012 0.60389 -2.81326
H 4.29650 -2.27233 3.88068
O -6.33824 0.18752 0.29002
H 6.68558 -1.47629 3.09506
H -4.00027 2.00549 -4.15151
O 1.60356 3.58278 -5.38975
C 2.00997 -4.38324 0.34132
H -0.00439 0.76167 -0.40772
C -1.00816 2.62507 -5.60055
H 4.60290 1.75097 0.66960
C 5.73214 -1.02435 2.79618
N -0.61460 7.06598 1.30088
C 2.96991 -5.18797 0.86997
O -1.25747 -6.58437 2.91691
H -2.14681 6.58689 3.51158
H 1.51468 -1.58203 0.58541
H -5.83306 -0.31529 -1.96450
C -4.94543 -0.89492 -1.74866
N -5.37756 -0.47135 0.66051
H -0.54383 2.85154 -6.55022
C 0.35851 -5.64324 1.59998
C 0.68306 -4.65729 0.68002
H -2.79531 4.35742 4.36071
C 0.69229 -1.18779 -0.00940
C 4.64975 -2.11476 2.85373
H 1.19797 0.71992 0.84508
H -0.24541 -1.31072 0.53804
C -4.59148 -1.10570 -0.40647
N 1.18288 2.79833 -4.58390
H 0.46945 -1.66548 -0.96514
N 3.80142 1.34901 1.14987
H -0.09570 -4.05006 0.24175
O 1.91526 2.33268 -3.69689
H -0.14468 1.96209 -2.36080
H 1.18267 -7.25422 2.84086
C -2.93166 -1.97365 -2.46012
O 2.03175 0.71914 -0.94908
H -3.09868 -1.78749 0.87200
*
```

Output
HOMO level, eV: -9.3509
HOMO-LUMO gap, eV: 3.9
Energy above the lowest of the compared OMol25 structures with the same formula, charge and spin, eV: 0.000

No. 2
The following is a quantum chemistry calculation of C28H34N6O5PTi as an isolated structure in a non-equilibrium geometry, from the OMol25 dataset.

ORCA input file:
```
! RIJCOSX wB97M-V def2-TZVPD def2/J DEFGRID3
* xyz -1 1
H 5.77950 1.08053 -2.18042
H -0.93481 -2.79057 -2.73193
C 1.65124 3.73088 -3.03585
H -0.56903 6.70078 4.43560
H 1.55083 4.03762 -1.99308
H -0.78379 -0.02768 6.08351
C -0.32729 -2.90672 -0.09400
N 1.10531 1.61197 -0.95046
H 3.71385 1.63595 -3.30940
H 0.04587 2.00213 4.90954
O 2.19328 -0.04376 0.75608
H -0.26969 2.87720 -3.51282
C -1.14543 3.00462 1.22432
N 5.57381 1.69524 -1.40652
H -2.37951 1.39262 1.91773
H 1.09606 2.08153 -4.27671
C 4.41593 2.46748 -1.60066
C -0.18978 4.83075 3.46684
C -0.20492 1.10619 4.35207
C 1.48584 6.11704 4.62305
H 3.66603 4.52737 -3.12813
C 0.54902 1.37681 -2.27823
H -1.02785 -2.10585 2.35930
C -0.31672 -0.07599 2.18619
H -1.21743 4.70089 3.15420
H 3.46382 5.28315 4.62557
H -2.21529 5.45787 -0.88229
H 1.64512 -2.80474 1.69201
C -3.41826 3.82103 -0.19576
C -1.60229 -2.47119 -0.82959
H 2.15233 1.67697 -0.91796
C -0.99306 -1.15611 4.26851
N 4.46755 3.72163 -0.92524
H -2.28732 -3.32503 -0.84731
H 2.81473 3.29409 3.30304
C -0.80630 -1.18444 2.89050
H 5.56874 1.15981 -0.53989
N 0.59345 -1.94016 0.08088
C -0.67476 -0.02476 5.00548
C 0.75728 3.86105 3.13433
O -1.15240 0.57583 -0.82363
C -2.25380 4.57010 -0.26289
O 3.98215 -1.34091 0.99881
C -2.33568 2.28736 1.31483
C 0.74216 2.51108 -3.33500
H 3.18326 3.55728 -4.52462
C -3.45613 2.69145 0.60529
O -0.19318 -4.08303 0.25175
P 0.47811 2.48327 1.94780
H 2.31426 -3.17572 0.10633
C 2.77333 -1.19300 0.83754
N 4.02256 2.53840 -2.96930
C 3.15848 3.61201 -3.43256
H 1.28324 4.56463 -3.64030
H -2.07029 -1.64429 -0.29169
C 1.83668 -2.38837 0.69441
H 1.77121 7.00050 5.17977
C 2.43660 5.15454 4.30729
C -0.97386 1.11143 -1.97596
C 0.17461 5.94833 4.20159
H 3.63998 3.92172 -0.37541
N -1.23422 -2.00051 -2.17261
H -0.21764 4.74723 0.37134
H -1.37509 -2.03398 4.77838
Ti 0.33809 -0.00321 0.21888
H -2.03356 -1.57498 -2.62843
H -4.35858 2.09572 0.65877
H 5.28144 3.74759 -0.32571
C 2.07624 4.04606 3.56110
H 0.73253 2.48589 -0.60233
C -1.13089 4.16061 0.43660
H 0.94623 0.42895 -2.66106
O -1.83237 1.43231 -2.78202
C -0.05931 1.07375 2.97167
H -4.28892 4.10726 -0.77106
*
```

Output
HOMO level (alpha / beta), eV: -1.0504 / -1.0946
HOMO-LUMO gap (alpha / beta), eV: 2.9 / 3.0
Energy above the lowest of the compared OMol25 structures with the same formula, charge and spin, eV: 0.551

No. 3
The following is a quantum chemistry calculation of C28H35CaN6O4PS as an isolated structure in a non-equilibrium geometry, from the OMol25 dataset.

ORCA input file:
```
! RIJCOSX wB97M-V def2-TZVPD def2/J DEFGRID3
* xyz 0 1
H -2.52443 1.83322 -3.88010
C 2.57926 -2.33517 -1.99613
N -2.89963 2.17042 0.73837
O -1.75579 0.20938 -0.43878
N 2.97378 0.69410 0.73164
H 6.83956 2.07557 -1.63094
H -4.68636 -0.71493 1.95166
C 0.14739 -2.21786 5.63067
C 2.39192 -0.17360 2.72487
H 3.70371 2.85329 -4.42712
H -1.33692 1.56442 -2.49877
H 5.07177 1.15961 -0.06053
C 3.50770 1.60795 -1.33579
N 1.66767 -2.37180 -0.94262
H -2.60929 2.31204 2.82869
N 2.02755 0.15245 1.55710
H 1.04119 -3.78669 0.43732
H -4.69713 -2.05868 -0.63068
S 2.83240 -4.70910 -1.02932
C 4.02547 2.44113 -3.51418
N -4.31853 -0.00611 -0.12536
P -3.02456 0.98753 -0.47517
H 2.39781 -0.35214 -2.65938
H -3.11294 -2.37927 4.50928
C 4.84725 1.52179 -1.04757
C 2.48137 1.06636 -0.42059
C 4.40936 -2.67220 -4.09721
C -2.55342 -2.55674 3.61779
H -5.03285 1.49461 -3.23604
C 1.79473 -3.51787 -0.31923
C 2.90732 -1.25649 -2.86855
H -1.96915 3.13612 -2.88588
C 0.29815 -1.43022 3.32895
H -4.12525 3.43718 -0.33925
H -4.87594 1.10864 1.57271
H -4.17688 -0.74961 -1.90068
H -3.13511 4.27106 0.88085
H -4.55188 3.26956 1.42956
H -4.82877 3.12512 -2.45911
H 5.15675 -2.77275 -4.86944
C 1.28361 -1.50829 5.93501
O 1.28980 1.00923 -0.87893
H -3.08574 -3.38099 3.06418
H -0.31249 -2.84821 6.41793
Ca 0.21065 -0.58673 0.20872
C 5.75870 2.01656 -1.93969
O -1.36030 -3.13549 4.11135
H -2.46262 -1.58228 2.95848
H -6.06511 -0.14729 0.95074
N -3.34519 1.61623 -1.96729
C 1.47626 -0.79820 3.67358
H -5.40883 1.69545 -1.55166
C 3.32122 -3.50917 -2.19873
H 4.80889 -4.63186 -3.25762
C 5.36861 2.49608 -3.17506
C -3.74820 3.35799 0.68953
C -4.79675 -0.96637 -1.03345
H -1.54107 1.17248 1.99600
C -2.23581 2.06981 -2.82628
H 1.73692 -1.72199 6.84989
C 3.06291 2.06166 -2.56697
C -0.35876 -2.19967 4.38505
H 3.38485 0.06457 3.08592
C -5.00232 0.10072 1.20041
C 3.73786 -1.43230 -3.94526
C -4.75155 2.03060 -2.34099
C -1.98429 2.15504 1.91405
C 4.27501 -3.65154 -3.21522
H 1.99967 2.17599 -2.83555
H 4.07346 -0.58392 -4.57660
O -0.26007 -1.45581 2.17037
C 2.00094 -0.86488 4.97907
H 2.92956 -0.38935 5.13366
H -1.12020 2.87115 1.82173
H -5.85168 -0.90333 -1.23130
H 6.08478 2.97380 -3.85611
*
```

Output
HOMO level, eV: -6.6771
HOMO-LUMO gap, eV: 7.0
Energy above the lowest of the compared OMol25 structures with the same formula, charge and spin, eV: 1.344

No. 4
The following is a quantum chemistry calculation of C28H35EuF3N4P2 as an isolated structure in a non-equilibrium geometry, from the OMol25 dataset.

ORCA input file:
```
! RIJCOSX wB97M-V def2-TZVPD def2/J DEFGRID3
* xyz 0 8
C 3.40980 0.60146 0.34465
C 6.42947 9.78446 -1.81688
C 8.71035 2.65545 0.93552
C 8.82039 1.35472 0.45834
H 4.34354 4.07622 -3.04395
C 4.74876 8.43269 -1.09288
H 4.31385 0.27543 -0.17674
C 5.16197 4.52073 -3.59062
N 7.35949 2.94376 1.14320
H 2.09472 2.31088 0.24831
H 1.33762 0.06307 -3.27466
H 9.19245 3.54576 3.24855
N 5.98051 5.48214 -2.96763
C 5.07970 9.75902 -1.33041
C 6.61529 1.83758 0.71267
C 2.67072 1.67569 -0.47307
C -1.73483 1.60664 -0.16359
H 7.74164 6.55673 -3.60228
H 7.21204 -0.14520 -0.03762
C 2.43753 -2.08544 -1.10372
C 5.63044 4.31020 -4.88201
H 3.84935 7.97708 -0.69597
H 3.23567 -2.84419 -1.03974
P 6.52983 4.41131 1.65322
H 3.88447 -0.69121 -1.92018
H 6.99760 10.65596 -2.11742
H 2.32008 -0.40747 1.96842
H 1.59903 -2.36085 0.89367
C 6.97235 5.85262 -3.88004
H 5.53699 1.89910 0.71280
C 6.51581 5.12865 4.31294
H 3.77745 1.11208 1.24530
H 7.44449 6.57115 1.22392
Eu -0.27830 2.73852 1.40801
F -0.73576 -0.75125 1.15937
H -0.84008 1.51851 -0.81023
H 2.88752 -1.57722 -3.10193
H 3.44474 2.33208 -0.91488
C 1.84202 1.23972 -1.63970
H 8.22365 6.31656 -1.18417
C 6.77410 5.16143 -5.06933
N 5.84861 7.62589 -1.42950
C 2.57536 -0.50947 0.90070
H 7.86334 8.07098 -2.07527
C 6.88651 8.46905 -1.84334
P 5.76668 5.87069 -1.23672
H -2.41075 0.73158 -0.30951
H 9.74023 0.83294 0.24807
C 7.49056 0.83766 0.31151
C -1.08364 0.39287 1.89158
N 7.21498 4.42153 3.31068
H 7.37386 5.24139 -5.96182
C 7.70473 5.58522 0.79881
H 9.46526 3.41209 1.10654
F -0.21364 0.33743 3.01024
H 5.22215 3.61802 -5.60650
C 8.48524 4.11831 3.82116
C 1.94429 0.12062 -2.35391
F -2.32472 0.10011 2.41477
H -2.27488 2.52994 -0.44297
H 4.44195 10.61940 -1.17576
C 7.34353 5.28097 5.41663
H 1.13919 2.02650 -1.97862
H 5.50034 5.44790 4.13081
C 2.16744 -1.62458 0.29590
C 8.59040 4.64197 5.10687
H 7.77239 4.58969 -1.16323
H 8.75278 5.36028 1.06109
H 7.09869 5.80011 6.33116
H 1.55169 -2.64322 -1.45611
H 9.45954 4.59444 5.74738
C 2.87187 -1.04289 -2.13865
C 7.53791 5.57877 -0.73471
*
```

Output
HOMO level (alpha / beta), eV: -5.8677 / -5.9614
HOMO-LUMO gap (alpha / beta), eV: 4.8 / 4.9
Energy above the lowest of the compared OMol25 structures with the same formula, charge and spin, eV: 0.000
⟨S²⟩: 15.772

No. 5
The following is a quantum chemistry calculation of a 7-piece molecular cluster, C28H35F21O14 overall in a non-equilibrium geometry, from the OMol25 dataset.

ORCA input file:
```
! RIJCOSX wB97M-V def2-TZVPD def2/J DEFGRID3
* xyz 1 2
C 20.28695 9.07832 2.94903
C 10.10240 9.54173 1.78821
C 6.75173 11.71209 5.42725
O 18.18570 16.89276 -1.39452
F 10.16962 14.32081 5.74789
F 16.16001 12.37868 9.37450
C 17.27715 9.75818 3.55900
H 9.22119 12.87421 15.01797
H 20.13270 10.30526 4.86436
C 17.05070 13.39213 0.95812
O 16.82639 15.25023 -0.62474
H 8.00266 13.98672 14.89808
H 21.36234 9.23597 2.86671
C 5.25972 9.93367 4.99591
F 16.26040 12.63574 7.18134
H 19.98975 9.97781 7.97470
H 13.71037 9.82709 0.74462
O 8.78402 13.79203 13.10972
O 6.47771 10.41837 5.20931
C 9.10689 13.33636 10.80821
C 13.31475 10.84249 0.72111
C 9.64757 13.19997 12.24956
C 8.08337 12.08037 4.69952
F 15.87325 18.26164 -1.90973
F 6.41557 7.81510 5.15965
C 5.30683 8.43763 4.70105
H 19.53059 10.98610 3.44257
C 12.18042 13.48389 6.64227
C 14.58076 13.42958 4.45803
F 10.04022 13.53806 7.66326
F 15.04497 11.05194 8.01535
F 14.71179 16.37997 -1.43406
C 17.11386 16.30963 -1.39774
H 11.39477 11.82168 0.82437
F 10.73211 7.72206 3.23993
F 7.83118 13.52595 10.78850
H 11.35214 10.61603 -0.31937
C 13.66351 12.27648 5.13849
O 17.50872 10.18318 6.93158
H 6.83996 11.87221 6.50181
C 16.21302 11.72921 8.17026
O 4.18634 10.57267 4.95817
H 9.33611 15.89501 14.73562
O 13.02522 13.45976 7.54155
C 10.86807 14.22108 6.90519
H 8.93975 11.56257 5.13149
F 15.53729 8.69318 2.51487
C 20.25999 10.16754 10.11457
C 15.80495 16.90903 -1.96161
H 16.59628 13.64531 1.91599
F 15.82033 16.60886 -3.25725
O 18.40708 10.66644 8.94097
H 14.08951 11.66395 5.93312
H 7.97191 11.78472 3.65633
H 19.12272 8.68298 8.97306
O 12.36925 12.85943 5.45508
H 13.82715 11.37016 -0.08332
H 20.26461 8.05735 3.33012
H 18.55375 14.18179 -0.23105
F 9.73092 9.51206 4.13504
F 9.61537 14.49529 10.31595
F 4.31365 7.78621 5.25187
H 15.07923 14.11651 5.14196
H 21.30656 9.92460 9.93077
H 13.49568 11.55474 4.33911
H 17.86596 12.70931 1.19733
C 17.45474 10.78662 7.98856
H 19.83504 8.95757 1.96449
H 10.90068 15.01346 14.33813
C 9.81390 8.67326 3.02319
C 11.79496 10.82204 0.65509
C 9.93069 14.98684 14.83462
F 9.49523 12.33966 10.01565
F 15.17020 9.34459 4.43108
F 8.63346 8.06601 2.79939
O 9.20732 10.13935 1.17787
O 18.41344 9.39414 4.26492
O 10.71759 12.71581 12.54886
H 6.02999 12.35626 4.92500
F 10.95248 15.40067 7.49187
H 8.26668 13.15102 4.79000
H 19.92817 9.47592 10.88895
O 17.13909 10.80880 2.80602
O 11.39327 9.82089 1.59791
H 15.35828 12.94246 3.86958
C 16.06174 8.76390 3.70831
H 20.11770 11.14923 10.56637
H 13.65897 11.41111 1.58499
C 19.45882 9.71654 8.89010
H 16.32810 12.82897 0.36753
F 16.37517 7.55118 4.20705
C 17.71538 14.61267 0.31628
H 10.05317 15.05913 15.91530
F 5.14575 8.23821 3.36937
C 8.99406 13.79816 14.48616
H 14.05818 14.04761 3.72792
H 18.05339 15.23529 1.14465
C 19.57842 10.03153 3.96660
*
```

Output
HOMO level (alpha / beta), eV: -12.3558 / -12.3558
HOMO-LUMO gap (alpha / beta), eV: 5.9 / 1.7
Energy above the lowest of the compared OMol25 structures with the same formula, charge and spin, eV: 2.096
⟨S²⟩: 0.757

No. 6
The following is a quantum chemistry calculation of a 5-piece molecular cluster, C28H35FO2P overall in a non-equilibrium geometry, from the OMol25 dataset.

ORCA input file:
```
! RIJCOSX wB97M-V def2-TZVPD def2/J DEFGRID3
* xyz -1 1
O 0.18217 0.24921 -3.25895
H -1.09406 2.19598 -1.06220
C 1.93511 0.90683 1.69142
C -1.16626 1.76718 -4.50119
C 3.23555 1.45952 3.64243
C 2.34578 6.51260 2.82115
H -1.26541 -4.56531 2.67317
H -2.35842 -6.41516 3.89977
H 1.18994 5.52805 1.30171
C 1.04782 -4.86176 -3.23969
H -1.25952 -0.41684 -0.39098
H 3.44376 7.75611 4.18572
H -2.67330 0.50639 -1.00872
H -4.74101 -6.93616 3.48550
H 0.22787 2.39485 -2.57662
O -1.83285 1.90162 -3.23186
C -0.04562 -4.47151 -1.13059
H 3.64493 3.79434 1.21888
H -2.66738 -1.95491 -1.57206
H 1.73776 9.74733 0.79718
H 1.17780 1.70385 -4.37332
H 1.24747 0.24676 1.17634
H 3.04665 9.82860 2.89470
H -2.55310 -3.24182 1.02737
C 0.78248 -6.22174 -3.12570
H 1.97961 -0.27627 3.48394
C 0.26787 1.06475 -4.43737
H 2.08105 2.27476 0.04520
H -1.23817 2.63960 -5.20124
H -1.32509 -1.73997 -2.72129
C -4.36585 -4.35421 1.32149
C -0.30657 -5.83205 -1.01400
C 3.28392 2.90013 1.71382
H -1.79685 0.99419 -5.01943
H 4.39072 3.26679 3.51974
C -2.16612 -1.19744 -2.23965
C 2.34850 0.61309 2.98631
C 2.86548 7.72162 3.26977
H 1.57561 -4.48328 -4.10679
H -0.83417 -6.20972 -0.14550
C 1.60001 6.46939 1.64869
H 0.51823 1.02339 -1.22267
H -0.37297 -3.78836 -0.35580
C -4.98150 -5.39041 2.01350
H -6.02355 -5.62215 1.82765
C 0.10895 -6.70696 -2.01086
P -0.61718 1.30561 -2.11671
H 0.35364 0.50329 -5.40576
H 3.56275 1.22702 4.64966
C 2.40404 2.04883 1.05543
C -2.30799 -4.79658 2.48906
C 0.63575 -3.98725 -2.24150
C 1.90539 8.84086 1.36676
H 0.84477 -2.92674 -2.32955
F -3.16499 -0.83756 -3.16747
H 0.80181 7.59831 0.00616
C -1.73011 -0.01373 -1.31702
C -2.92260 -5.83529 3.17857
C 2.64346 8.88569 2.54357
H 1.10151 -6.90340 -3.90553
C 3.70176 2.60438 3.00732
C 1.38111 7.63286 0.92087
H -4.92667 -3.77954 0.59419
C -3.03086 -4.05405 1.56252
C -4.26043 -6.12980 2.94412
H 2.52090 5.60419 3.38543
H -0.09332 -7.76797 -1.91910
*
```

Output
HOMO level, eV: -4.0654
HOMO-LUMO gap, eV: 6.6

| no. | DFT total energy (a.u.) |
| --- | --- |
| 1 | -2143.53421 |
| 2 | -2983.00974 |
| 3 | -3134.74301 |
| 4 | -2999.35505 |
| 5 | -4238.01936 |
| 6 | -1679.56951 |